1.
23
Properties=species:S:1:pos:R:3:forces:R:3:mulliken_charge:R:1 method="wB97M-V/def2-TZVPD" homo_energy_ha=-0.10847 spin_multiplicity=1 charge=-1 largest_force_ev_per_a=4.154
C 0.6913 -0.4427 0.2515 -1.938 -2.675 -1.793 -0.2561
N 0.9453 0.7014 0.9159 2.125 3.367 1.182 -0.4980
C 2.2018 1.6240 0.3895 -2.336 -0.134 -1.441 -0.4798
O 1.9006 2.3689 -0.6272 -0.303 0.242 -0.960 -0.8494
C -0.8449 -0.8450 0.2195 1.952 0.978 -2.973 -1.0000
C -1.4089 -0.0866 -1.0726 -0.948 -2.189 0.980 0.4041
C -2.1894 -1.0626 -1.9591 1.534 -1.797 -2.192 -1.1410
O -2.3433 0.8366 -0.5765 -1.121 1.744 0.110 -0.6239
H 1.0335 -0.5300 -0.8392 -0.197 0.398 0.876 0.2840
H 1.1798 -1.2387 0.7481 0.875 -1.339 0.580 0.0815
H 0.2602 1.3986 0.8512 -1.485 0.860 -0.453 0.1660
H 2.9223 0.8703 0.1617 1.386 -1.032 0.353 0.3226
H 2.3470 2.2343 1.2425 0.899 0.361 1.837 0.2988
H -1.4490 -0.5400 1.0670 0.301 -0.069 0.286 0.3467
H -0.8921 -1.9161 0.0055 -0.129 0.025 0.409 0.3797
H -0.6718 0.3769 -1.7615 -0.200 0.389 1.344 0.3491
H -2.0494 -2.1619 -1.6991 -0.047 1.341 -0.360 0.2409
H -3.2090 -0.8390 -1.8674 -1.654 0.162 0.152 0.3391
H -1.9757 -0.9526 -3.0973 -0.144 -0.167 1.848 0.2514
H -3.1058 0.3931 -0.1387 1.154 0.171 -0.582 0.3275
H 1.9250 0.6495 2.4659 -0.230 -1.042 0.312 0.4698
H 2.4677 -0.7181 2.3237 0.485 -1.509 -1.587 0.2839
O 2.2649 -0.1203 2.9965 0.021 1.915 2.074 -0.6970



2.
22
Properties=species:S:1:pos:R:3:forces:R:3:mulliken_charge:R:1 method="wB97M-V/def2-TZVPD" homo_energy_ha="-0.32714 / -0.32712" spin_multiplicity=1 largest_force_ev_per_a=4.173
C 1.4246 1.6143 0.1587 1.822 -1.983 1.014 -1.5954
C 0.9119 -0.4049 1.7288 -1.101 0.616 0.000 -1.8641
C 1.3567 -0.8263 -0.6493 -2.413 1.241 -3.170 -1.7572
C -1.7251 0.5048 -1.6233 -0.462 2.103 0.135 -1.0409
C 0.7674 0.1588 0.3302 0.193 0.705 -0.829 1.5361
N -1.6556 -2.0103 0.6057 1.048 3.242 -0.383 -0.7189
O -1.6024 1.4076 1.0132 -0.303 0.023 -0.206 -0.6124
P -1.0568 0.4025 0.0880 -0.375 -3.440 0.342 0.6990
H 2.4846 1.7587 0.7067 -2.420 -0.615 -1.366 0.2915
H 1.4718 1.8546 -0.8875 0.505 0.007 -0.578 0.4070
H 0.7421 2.2936 0.5573 -0.880 1.367 1.084 0.5236
H 0.2968 -1.2913 1.8375 -0.046 -0.175 -0.010 0.4756
H 0.4893 0.3736 2.3422 0.140 0.065 0.991 0.4651
H 1.9222 -0.6398 1.9966 0.694 0.133 0.027 0.4511
H 1.2139 -0.4543 -1.7545 0.350 -0.559 1.861 0.3372
H 2.3639 -0.7686 -0.4384 2.424 -0.636 0.164 0.5565
H 0.9144 -1.8188 -0.6362 0.215 -0.103 0.476 0.3570
H -1.8889 -0.3419 -2.2766 1.145 -0.317 -0.070 0.3691
H -2.7648 0.7963 -1.4902 -0.319 0.084 0.734 0.3875
H -1.3664 1.4787 -2.0934 0.190 -1.520 0.163 0.3159
H -1.6786 -2.2748 -0.3713 -0.208 -0.226 -0.346 0.2012
H -2.6213 -1.8123 0.8559 -0.199 -0.014 -0.034 0.2154



3.
21
Properties=species:S:1:pos:R:3:forces:R:3:mulliken_charge:R:1 method="wB97M-V/def2-TZVPD" homo_energy_ha=-0.43821 spin_multiplicity=1 charge=+1 largest_force_ev_per_a=1.878 smiles=CSCC[C@H](C)[NH3+]
C -0.8910 0.5397 -1.6456 -0.114 0.035 -1.596 -1.5837
C -0.0333 -0.4612 -0.9276 -0.100 -0.222 0.795 0.4478
C -0.3857 -0.5540 0.5917 0.650 0.442 -0.789 -1.1680
C 0.8996 -0.6566 1.4004 -0.209 1.063 1.179 -0.7284
S 1.7641 0.9917 1.5257 -0.493 -0.466 -0.023 -0.0547
C 0.4216 2.2828 1.6933 1.500 -1.128 -0.089 -0.7538
N -0.1252 -1.8986 -1.4718 -0.467 -0.335 -0.434 -0.2517
H -1.8926 0.5545 -1.2264 -0.077 0.364 -0.098 0.3990
H -0.9512 0.4264 -2.7412 -0.189 -0.765 0.253 0.4666
H -0.4026 1.5136 -1.6957 -0.159 0.149 1.019 0.3485
H 1.0118 -0.1828 -1.0482 0.077 -0.145 0.165 0.2712
H -0.9319 0.3629 0.8088 0.190 0.025 0.314 0.3635
H -1.1050 -1.3362 0.8560 0.096 -0.268 -0.383 0.5952
H 0.7066 -0.9637 2.4285 -0.221 -0.058 -0.069 0.4202
H 1.6313 -1.3727 1.0258 0.011 0.092 -0.303 0.3120
H -0.3423 2.1120 2.4415 -0.048 -0.279 0.023 0.3167
H 0.0645 2.4022 0.6846 -0.480 0.606 -0.006 0.1772
H 1.0712 3.0885 2.0282 -0.363 0.405 -0.234 0.3307
H 0.6571 -2.1947 -2.0622 -0.056 0.242 0.045 0.3675
H -0.1791 -2.5315 -0.6843 0.387 -0.289 0.403 0.3657
H -0.9877 -2.1223 -1.9814 0.066 0.532 -0.173 0.3586



4.
21
Properties=species:S:1:pos:R:3:forces:R:3:mulliken_charge:R:1 method="wB97M-V/def2-TZVPD" homo_energy_ha=-0.47611 spin_multiplicity=1 charge=+1 largest_force_ev_per_a=5.644 smiles=CSC[N+](C)(C)C
C -0.9016 1.7760 0.0463 1.507 3.238 -2.047 -0.8323
C -0.7010 -0.1052 -1.3406 1.415 -2.989 -4.573 -0.8497
C -1.9373 -0.3669 0.6068 -0.399 -0.109 1.533 -0.8486
C 3.2517 -0.6563 0.5126 1.005 2.021 -3.732 -0.8729
C 0.4670 -0.1127 0.8118 2.692 1.474 -3.202 -0.8694
N -0.6939 0.3497 0.0173 -2.670 -1.136 0.819 -0.1007
S 2.1427 0.5615 -0.2969 -1.912 -1.494 2.542 0.0346
H -0.8527 2.0710 1.0919 -0.319 0.554 -0.240 0.3636
H -0.0621 2.3370 -0.6181 -1.497 -1.505 1.974 0.3245
H -1.8037 2.0889 -0.5448 0.401 -0.665 1.163 0.3724
H -0.3080 -1.1563 -1.3603 -0.889 0.485 0.348 0.4030
H -1.6698 -0.1182 -1.9682 1.219 0.483 1.799 0.3451
H 0.1002 0.2659 -2.0293 -0.729 0.828 1.102 0.3808
H -1.6982 -1.4331 0.6328 0.174 0.198 0.216 0.4442
H -2.2132 -0.0075 1.6622 0.691 -0.305 -1.684 0.3240
H -2.8026 -0.3158 -0.0621 0.340 0.658 0.125 0.3766
H 2.7956 -1.5603 0.5651 -1.240 -2.838 -0.288 0.2856
H 3.5452 -0.4018 1.4401 0.857 1.365 3.205 0.3726
H 4.1605 -0.6800 -0.1258 -0.632 -0.231 0.325 0.3474
H 0.5038 -1.1766 0.7845 0.099 -0.701 -0.128 0.5296
H 0.4732 0.2593 1.8034 -0.114 0.669 0.743 0.4697



5.
21
Properties=species:S:1:pos:R:3:forces:R:3:mulliken_charge:R:1 method="wB97M-V/def2-TZVPD" homo_energy_ha=-0.44635 spin_multiplicity=1 charge=+1 largest_force_ev_per_a=5.095
C -1.2730 -1.6908 -0.2464 3.729 0.446 -2.507 -1.2132
C 1.6619 -0.4160 -1.0163 -0.132 1.656 -1.806 -0.9926
C -1.7769 3.5929 0.2032 -1.914 -1.345 0.716 -0.7507
C 0.1763 -2.3096 -0.1524 -2.739 -4.205 -0.881 -0.5942
C 1.2048 -1.3181 0.0582 2.190 0.692 -1.208 0.9550
N 1.7877 -1.1548 1.1973 -1.862 -1.472 0.412 -0.2822
S -0.5727 2.2367 0.6653 0.468 1.708 0.041 -0.1967
H -1.1926 -0.9022 -0.9840 -0.838 0.096 -0.134 0.3336
H -1.9700 -2.4183 -0.4249 -1.478 -1.955 -1.346 0.4406
H -1.5625 -1.3647 0.6476 -0.825 2.063 3.740 0.3854
H 1.8606 -0.8292 -2.0554 -0.300 -0.247 1.512 0.3382
H 2.6355 0.2045 -0.7554 -2.494 -0.916 -0.318 0.3189
H 0.6581 0.1751 -1.2323 2.232 -0.230 0.558 0.2086
H -2.7706 3.2491 0.7023 1.782 1.086 -0.453 0.2402
H -2.0256 3.4899 -0.8509 0.469 0.316 -0.109 0.2692
H -1.4705 4.6279 0.4702 -0.173 -1.049 -0.021 0.3273
H 0.0342 -3.1128 0.6776 1.014 1.456 -1.110 0.2944
H 0.2698 -2.9799 -1.1712 0.429 2.027 2.441 0.2971
H 2.4759 -0.4792 1.4199 0.657 0.741 -0.044 0.2337
H 0.4754 3.0993 0.9128 -0.614 -0.793 -0.186 0.1173
H 1.3742 -1.6998 1.9348 0.398 -0.075 0.703 0.2701



6.
20
Properties=species:S:1:pos:R:3:forces:R:3:mulliken_charge:R:1 method="wB97M-V/def2-TZVPD" homo_energy_ha=-0.37159 spin_multiplicity=1 largest_force_ev_per_a=6.451 smiles=CCC.CCO
C -1.7564 0.9339 -1.5803 0.156 2.528 -1.664 -0.2323
C -1.3057 -0.5163 -1.5944 -0.416 -0.580 1.355 -0.8384
C -0.5617 1.6552 -1.0533 1.471 5.318 0.019 -1.0011
H -2.0346 1.3470 -2.6647 1.055 -1.218 1.802 0.1867
H -2.6642 1.3719 -1.1062 0.412 -1.548 0.617 0.3209
H -0.7028 -0.6261 -2.5078 -1.024 -0.883 -0.044 0.3203
H -2.2172 -1.0369 -1.3013 0.070 -1.229 -1.459 0.2911
H -0.6910 2.8076 -0.7405 -0.411 -2.252 -0.630 0.2902
H -0.0709 1.2774 -0.1852 -0.126 -0.853 0.734 0.2675
H -0.6024 -0.9080 -0.7825 -0.744 1.447 -0.602 0.0870
H 0.2719 1.8376 -1.7652 -0.472 -0.732 -0.122 0.3043
C 1.6853 -0.9099 1.1735 0.630 -3.112 4.852 -0.3129
C 0.6793 -1.3552 2.4288 2.307 -1.241 -2.415 -1.0221
O 1.8350 0.4411 1.4232 3.003 2.437 -5.164 -0.5686
H 2.6772 -1.4578 1.4572 -1.382 0.722 -0.563 0.3014
H 1.4684 -1.2460 0.2004 -0.883 0.068 -1.345 0.3587
H -0.3497 -1.1927 2.2425 -0.948 0.937 -0.181 0.2789
H 2.4665 0.7503 0.5340 -2.692 -0.736 4.048 0.3409
H 1.1643 -0.7205 3.1516 -0.583 -0.113 0.888 0.3191
H 0.7088 -2.4527 2.6703 0.576 1.042 -0.127 0.3084



7.
20
Properties=species:S:1:pos:R:3:forces:R:3:mulliken_charge:R:1 method="wB97M-V/def2-TZVPD" homo_energy_ha=-0.40112 spin_multiplicity=1 largest_force_ev_per_a=1.915 smiles=CCC(C)C.O
C -0.7931 -1.4200 1.2344 -0.553 -1.500 -0.041 -1.0151
C 0.2092 -0.3261 1.5962 -1.752 0.741 -0.224 -0.6612
C 0.1536 0.9432 0.6249 0.344 -1.067 -0.399 0.9177
C -1.0542 1.0351 -0.3233 -0.700 -1.022 0.728 -1.7841
C 1.4334 0.9747 -0.2161 0.467 0.288 0.266 -1.2650
H -1.7115 -1.5556 1.8243 0.387 0.678 0.436 0.3029
H -1.2073 -1.2558 0.2549 0.108 -0.186 -0.581 0.2334
H -0.3967 -2.4551 1.2465 0.247 0.620 -0.127 0.2970
H -0.1197 0.1455 2.5265 0.518 -0.681 0.389 0.2829
H 1.1988 -0.7784 1.6795 -0.016 0.520 0.073 0.3998
H -0.0004 1.7355 1.3492 0.656 0.672 -0.359 0.3147
H -1.0824 0.2433 -1.0870 0.310 0.239 0.080 0.4029
H -1.1737 1.9935 -0.8381 0.222 -0.046 0.330 0.3671
H -1.9377 0.8116 0.2929 -0.160 0.485 -0.339 0.4136
H 2.0353 0.0782 -0.0532 0.087 0.188 0.079 0.3118
H 2.0637 1.8487 -0.0860 0.146 0.117 0.373 0.2745
H 1.2214 0.9847 -1.2675 -0.309 -0.001 -0.651 0.2448
H 0.4248 -1.8076 -2.7880 -0.139 0.024 0.764 0.3326
H 0.2883 -0.2169 -2.7184 -0.195 0.198 0.991 0.2904
O 0.4480 -0.9784 -3.2517 0.332 -0.266 -1.786 -0.6606



8.
20
Properties=species:S:1:pos:R:3:forces:R:3:mulliken_charge:R:1 method="wB97M-V/def2-TZVPD" homo_energy_ha=-0.38583 spin_multiplicity=1 largest_force_ev_per_a=5.748 smiles=CCCCC.O
C -1.0081 1.1229 0.8389 -2.058 -2.395 0.940 -0.5789
C 0.0557 0.0657 0.9918 -0.670 -0.795 -1.916 -0.4875
C 1.2601 0.2278 0.0332 0.629 -1.986 5.357 -0.4973
C 2.4928 0.0563 1.0258 0.279 1.820 -1.968 -1.3844
C -2.1423 0.7691 -0.1290 1.478 -2.824 -1.586 -0.9637
H -1.5541 1.1650 1.7865 0.622 0.911 0.312 0.3091
H -0.4598 1.9717 0.5385 -0.140 1.677 -0.074 0.3649
H -0.3401 -0.9427 0.7327 -0.057 0.467 0.966 0.2067
H 0.3731 0.1670 2.0019 0.472 -0.563 0.798 0.3717
H 1.1803 1.0740 -0.5200 0.370 2.891 -1.373 0.4676
H 1.3135 -0.5742 -0.6166 -0.006 -1.646 -1.479 0.2890
H 2.4755 -0.7888 1.6539 -0.998 -1.143 0.805 0.3979
H 3.3290 -0.1959 0.4007 1.020 0.525 -0.212 0.4230
H 2.7050 0.9316 1.6833 -0.184 -0.443 -0.732 0.3188
H -2.8560 1.5735 -0.1142 -0.413 0.111 -0.737 0.3465
H -1.5343 0.5752 -1.0819 -1.585 0.789 0.419 0.1901
H -2.6833 -0.3048 -0.0076 1.242 2.583 0.458 0.2364
H -0.8059 -1.7983 -3.6405 -0.028 0.794 -0.785 0.3092
H -1.2444 -2.5538 -2.4636 -0.561 -0.267 0.788 0.3099
O -0.5570 -2.5412 -3.1137 0.589 -0.506 0.018 -0.6288